The following is a DFT calculation (the ωB97M-V functional and the def2-TZVPD basis) of a molecular structure, C42H70BN9NbO3S.

- total charge = -1
- Kohn-Sham gap (eV) = 5.3
- DFT total energy (a.u.) = -2840.75200
- highest occupied orbital energy (eV) = -4.00
- E_LUMO (eV) = 1.29

Atoms and positions in Å:
C: 2.19936 1.50133 4.18421
O: 3.17823 0.52048 4.50949
B: 3.17539 -0.58190 3.60598
O: 2.72697 -1.81014 4.05889
Nb: 3.98937 -0.27617 1.40187
S: 6.03362 0.90794 2.31539
C: 1.98010 -1.10433 0.74213
C: 1.87924 -2.65242 0.74106
C: 0.34400 -3.00775 0.72431
C: 0.01156 -4.29152 -0.05574
C: -1.51472 -4.53776 -0.33682
C: -2.46517 -3.41599 0.15743
C: -3.92741 -3.79262 -0.16079
C: -4.98874 -2.76116 0.30688
C: -4.70243 -2.11018 1.69573
C: -5.97826 -2.02691 2.60186
C: -6.64189 -0.62476 2.63494
C: -6.80641 0.04293 1.25322
N: -8.15292 0.56411 0.96667
C: -9.30697 0.56278 1.68686
C: -10.27132 1.20402 0.91353
C: -9.65016 1.59900 -0.32225
C: -8.32800 1.17735 -0.24016
C: 4.50446 0.26181 -0.78839
C: 3.41500 1.15965 -1.38785
C: 3.15427 2.48045 -0.99016
C: 2.10603 3.19524 -1.57271
C: 1.26375 2.66783 -2.56672
C: 0.13046 3.56180 -3.06446
C: 1.54906 1.35696 -3.00618
C: 2.60114 0.64209 -2.41773
N: 4.96237 -2.15930 1.40992
C: 5.22360 -2.79340 0.10359
C: 6.02395 -2.30215 2.29909
C: 7.48969 -2.19242 1.80293
O: 5.87934 -2.57070 3.48260
H: 2.71434 2.37242 3.73927
H: 1.47767 1.15935 3.42334
H: 1.64606 1.87004 5.06229
H: 2.14350 -1.65060 4.81950
H: 3.16010 1.33497 1.49861
H: 6.98724 0.69248 1.37526
H: 1.26482 -0.75789 1.51600
H: 1.62350 -0.67530 -0.20875
H: 2.26234 -3.11214 -0.18777
H: 2.35271 -3.13445 1.60608
H: -0.11518 -2.17353 0.16360
H: -0.08767 -2.96684 1.73520
H: 0.39690 -5.18034 0.47861
H: 0.51923 -4.30826 -1.03636
H: -1.82549 -5.46292 0.18047
H: -1.69385 -4.64861 -1.41988
H: -2.27070 -3.18817 1.21011
H: -2.23596 -2.51945 -0.44852
H: -4.15423 -4.80631 0.20798
H: -4.00508 -3.84466 -1.26323
H: -5.94518 -3.30622 0.39744
H: -5.13315 -1.97131 -0.44607
H: -4.24707 -1.11558 1.56282
H: -3.98645 -2.73557 2.24419
H: -6.67069 -2.84490 2.35576
H: -5.61113 -2.21667 3.62867
H: -7.59318 -0.73910 3.17977
H: -6.01522 0.00016 3.29156
H: -6.52481 -0.60986 0.41716
H: -6.09658 0.88687 1.21931
H: -9.40752 0.15224 2.68373
H: -11.30883 1.39534 1.17260
H: -10.09451 2.14533 -1.14805
H: -7.52876 1.28458 -0.96894
H: 4.53622 -0.59546 -1.47738
H: 5.42541 0.87246 -0.80568
H: 3.77637 2.92287 -0.21063
H: 1.90889 4.21207 -1.21280
H: -0.67976 3.50593 -2.31033
H: -0.32781 3.22322 -4.00465
H: 0.43180 4.61920 -3.11171
H: 0.92334 0.89960 -3.77794
H: 2.74880 -0.37968 -2.78699
H: 6.07032 -2.26907 -0.38569
H: 4.39410 -2.73830 -0.60494
H: 5.58806 -3.82173 0.27234
H: 7.57750 -1.63162 0.86400
H: 8.05162 -1.69805 2.60867
H: 7.92911 -3.20379 1.72089
C: 6.18950 -4.24649 5.86745
C: 6.87881 -4.77156 7.05334
N: 7.42322 -5.18245 7.97824
H: 6.84175 -3.56633 5.32358
H: 5.90604 -5.06629 5.20947
H: 5.29295 -3.70758 6.16596
C: -3.55740 2.49893 -5.02622
C: -2.53593 1.50601 -4.67758
N: -1.70465 0.77206 -4.38358
H: -4.31248 2.04497 -5.66649
H: -4.03385 2.87029 -4.12885
H: -3.09556 3.33035 -5.55518
C: 8.66853 -6.39049 4.00825
C: 8.37163 -5.81094 2.69449
N: 8.13922 -5.35726 1.66621
H: 9.74411 -6.39459 4.17535
H: 8.19123 -5.80343 4.78917
H: 8.29697 -7.41275 4.05377
C: -3.43127 6.83651 -4.18994
C: -4.30174 5.67006 -4.01783
N: -4.97002 4.74657 -3.88292
H: -2.90042 7.03322 -3.25984
H: -2.70579 6.64123 -4.97798
H: -4.01696 7.71305 -4.45653
C: -1.09090 8.91598 -6.77733
C: -2.28292 9.43632 -6.04160
N: -3.20003 9.84566 -5.47812
H: -1.10470 9.26920 -7.78925
H: -0.20062 9.26245 -6.27167
H: -1.12320 7.83226 -6.76259
C: -3.17764 -2.97710 6.23928
C: -2.74453 -3.32876 4.88386
N: -2.40332 -3.60403 3.82366
H: -2.81749 -1.98214 6.49518
H: -4.26497 -2.98768 6.29426
H: -2.77754 -3.69514 6.95288
C: 2.78841 7.34214 -9.14929
C: 1.59132 7.92277 -8.53529
N: 0.65349 8.37838 -8.04995
H: 2.85613 7.65217 -10.19055
H: 3.67634 7.67979 -8.61785
H: 2.73701 6.25575 -9.10288